# 1
Formula: C3H7NO3
Source: the OMol25 dataset
Level of theory: wB97M-V/def2-TZVPD

Computed properties:
Kohn-Sham gap: 9.9 eV
SMILES string: COC(=O)N(C)O
E_LUMO: 0.813 eV
E: -398.93720 Eh
HOMO energy: -9.12 eV
Multiplicity: 1
Energy above the lowest of the compared OMol25 structures with the same formula, charge and spin: 63.0 kcal/mol

Each line ends with the Löwdin charge.
Element x y z (Å)
1 C -2.3306 -0.0083 0.0147  -0.031
2 C -0.1072 -0.5798 -0.0943  -0.565
3 C 1.6415 1.1466 0.0597  -0.034
4 H -2.4684 -0.4895 0.9593  0.087
5 H -2.9790 0.8612 -0.1210  0.098
6 H -2.5648 -0.7496 -0.7547  0.098
7 H 0.9462 1.9188 -0.3017  0.098
8 H 2.6505 1.3065 -0.3693  0.101
9 H 1.7214 1.2385 1.1434  0.093
10 H 1.5565 -2.0061 -0.1516  0.136
11 N 1.1800 -0.1605 -0.3221  -0.143
12 O -0.9703 0.4375 -0.1202  -0.017
13 O -0.3842 -1.7522 0.0229  0.094
14 O 2.1084 -1.1631 0.0349  -0.014

---

# 2
Formula: C3H7NO3
Source: the OMol25 dataset
Level of theory: wB97M-V/def2-TZVPD

Computed properties:
Kohn-Sham gap: 10.3 eV
SMILES string: O=CCNC=O.O
E_LUMO: 0.733 eV
E: -398.93905 Eh
HOMO energy: -9.61 eV
Multiplicity: 1
Energy above the lowest of the compared OMol25 structures with the same formula, charge and spin: 61.9 kcal/mol

Each line ends with the Löwdin charge.
Element x y z (Å)
1 C 0.8564 -0.8877 0.3984  -0.293
2 N 1.5146 0.2482 0.8953  0.022
3 C 1.7537 1.2909 -0.1723  -0.122
4 C 2.4975 0.6527 -1.4028  -0.309
5 O 3.5249 0.1206 -1.4231  0.110
6 O 0.6031 -0.9367 -0.8109  0.001
7 H 0.5071 -1.5383 1.2233  0.133
8 H 1.7320 0.5489 1.8464  0.131
9 H 2.2654 2.1238 0.2650  0.102
10 H 0.8120 1.7807 -0.4448  0.112
11 H 1.8530 0.9194 -2.2548  0.113
12 H -5.8433 -2.1008 0.8703  -0.018
13 H -6.0424 -0.9928 0.0748  -0.021
14 O -6.0341 -1.2288 0.9351  0.039

---

# 3
Formula: C3H7NO3
Source: the OMol25 dataset
Level of theory: wB97M-V/def2-TZVPD

Computed properties:
Kohn-Sham gap: 10.7 eV
SMILES string: N[C@@H](CO)C(=O)O
E_LUMO: 0.557 eV
E: -398.98036 Eh
HOMO energy: -10.14 eV
Multiplicity: 1
Energy above the lowest of the compared OMol25 structures with the same formula, charge and spin: 36.0 kcal/mol

Each line ends with the Löwdin charge.
Element x y z (Å)
1 C 0.0360 0.1776 0.4949  -0.252
2 C 0.7211 -1.1211 0.0981  -0.518
3 C -1.2341 0.2301 -0.3949  -0.257
4 H 1.0540 1.9955 0.8490  0.105
5 H 0.4581 1.7165 -0.5929  0.093
6 H -0.2424 0.0341 1.5400  0.165
7 H -0.8914 0.1663 -1.4520  0.140
8 H -1.8098 1.1299 -0.3552  0.117
9 H -1.5178 -1.6045 0.0639  0.094
10 H 2.2638 0.0150 -0.2159  0.151
11 N 1.0026 1.2460 0.1460  0.036
12 O 0.2670 -2.2100 0.2337  0.117
13 O -2.0798 -0.7810 -0.0005  -0.048
14 O 1.9729 -0.9944 -0.4142  0.057